118
Properties=species:S:1:pos:R:3:forces:R:3:lowdin_charge:R:1 method="wB97M-V/def2-TZVPD" fmax_ev_per_a=0.8 total_charge=+1 homo_energy_ev=-10.08
Cd -0.03129 -0.84425 0.52700 0.4245 -0.4229 -0.5471 1.3555
C 4.53618 -1.51424 3.08910 -0.1442 0.0555 -0.1027 -0.3306
Sb 3.22186 0.02223 2.30541 -0.1405 -0.1057 0.3764 1.2452
C 1.96913 0.27834 4.04610 0.1092 -0.0085 -0.0933 -0.3275
C 4.66960 1.54047 2.93986 -0.1094 -0.0317 -0.2264 -0.3232
C 4.12935 2.82682 3.47006 0.1111 -0.0008 0.0670 -0.2977
C 3.89421 2.93897 4.84196 0.0379 0.0133 0.0107 -0.0688
C 3.45730 4.12098 5.41407 -0.0002 0.0057 -0.0109 -0.0781
C 3.28379 5.23929 4.61144 0.0049 -0.0113 -0.0289 -0.0762
C 3.52611 5.14630 3.25142 -0.0219 -0.0076 -0.0199 -0.0638
C 3.92076 3.94772 2.65301 -0.0173 0.0357 0.0001 -0.3045
C 4.06520 3.87997 1.16837 -0.1689 -0.0238 -0.0829 -0.3213
Sb 2.18464 3.19147 0.28449 0.2883 0.2270 0.0745 1.2712
C 1.26387 5.12686 0.52715 -0.0310 -0.0021 0.4178 -0.3175
C 2.84297 3.49517 -1.75086 -0.0982 -0.0838 0.1184 -0.3336
H 4.51304 -1.47914 4.17795 0.0055 0.0003 -0.0005 0.0119
H 5.54429 -1.27958 2.74731 0.0054 -0.0001 0.0006 0.0057
H 4.28724 -2.51793 2.75139 -0.0372 -0.0028 0.0085 -0.0255
H 2.44367 -0.16473 4.92121 -0.0175 0.0059 0.0136 0.0145
H 0.98819 -0.16923 3.90280 -0.0245 -0.0052 0.0183 -0.0353
H 1.84176 1.34773 4.21447 -0.0112 -0.0046 -0.0046 -0.0040
H 5.33365 1.68536 2.08892 0.0441 0.0161 0.0484 0.0474
H 5.23408 1.02710 3.71750 -0.0279 -0.0428 0.0049 0.0605
H 4.08676 2.08031 5.47570 -0.0247 -0.0093 -0.0057 0.1138
H 3.27921 4.17577 6.47981 0.0130 0.0019 -0.0003 0.1054
H 2.97338 6.18245 5.04134 0.0114 -0.0019 0.0093 0.1059
H 3.42346 6.02812 2.63017 -0.0349 0.0024 -0.0100 0.1102
H 4.85709 3.20921 0.83852 -0.0013 0.0172 -0.0096 0.0484
H 4.24484 4.86584 0.73998 0.0410 0.0039 0.0067 0.0673
H 1.76834 5.85177 -0.11096 0.0033 0.0528 -0.0081 0.0268
H 1.36257 5.42469 1.56906 0.1133 0.0218 0.0516 -0.0003
H 0.20554 5.09439 0.27434 0.5116 0.2265 0.5978 -0.0429
H 3.03654 4.55287 -1.92110 0.0210 0.0046 -0.0209 0.0112
H 2.07798 3.14889 -2.44537 -0.0294 0.0343 -0.0293 -0.0125
H 3.75892 2.92994 -1.92312 0.0225 0.0261 0.0248 -0.0052
C -3.46594 -0.87947 -4.41106 -0.0142 0.0386 0.0328 -0.3349
As -2.21317 0.21221 -3.36543 -0.0848 -0.1395 -0.0718 1.0904
C -2.05160 1.68770 -4.65750 0.0169 -0.0179 0.0052 -0.3110
C -3.49595 1.15486 -2.21172 0.1553 0.2211 -0.0136 -0.4467
C -4.87328 0.99371 -2.35031 0.0205 -0.0585 -0.0168 -0.1077
C -5.76474 1.82290 -1.68724 -0.0041 -0.0127 0.0042 -0.0736
C -5.28639 2.84985 -0.88919 0.0011 -0.0007 0.0063 -0.0750
C -3.91974 2.99461 -0.71235 0.0269 -0.0418 0.0824 -0.1222
C -3.01282 2.14172 -1.33901 -0.0857 -0.1242 -0.0277 -0.4432
As -1.10028 2.28527 -0.87890 -0.2877 -0.0567 -0.0696 1.0656
C -0.90063 4.18084 -1.36531 -0.0379 -0.1233 -0.4981 -0.3343
C -1.42263 2.39949 1.06959 0.0727 0.0248 0.0054 -0.3477
H -3.89906 -1.65557 -3.77989 -0.0089 0.0052 0.0059 0.0205
H -2.91560 -1.36573 -5.21605 0.0497 0.0232 0.0172 0.0181
H -4.26064 -0.27633 -4.84836 -0.0039 -0.0151 -0.0142 0.0238
H -3.03416 2.08686 -4.90588 -0.0006 -0.0017 0.0038 0.0332
H -1.56469 1.33250 -5.56584 0.0103 -0.0282 0.0165 0.0206
H -1.44082 2.48121 -4.22736 0.0015 0.0129 0.0064 -0.0010
H -5.26482 0.21251 -2.98805 -0.0134 0.0268 -0.0197 0.0842
H -6.82990 1.67482 -1.80966 -0.0005 0.0102 -0.0003 0.1082
H -5.97042 3.52833 -0.39627 -0.0081 -0.0136 0.0081 0.1074
H -3.56258 3.78217 -0.05925 0.0046 0.0036 0.0052 0.0902
H -1.55007 4.81876 -0.76681 -0.0234 0.0053 0.0014 0.0356
H -1.19501 4.27104 -2.41041 -0.0840 -0.0484 -0.0318 0.0273
H 0.12975 4.52007 -1.26541 -0.4684 -0.2797 -0.5245 -0.0429
H -1.81676 3.37018 1.36783 0.0022 0.0157 -0.0004 0.0283
H -0.50718 2.21038 1.63425 0.0071 0.0427 -0.0488 -0.0303
H -2.16189 1.63777 1.31857 -0.0012 0.0059 0.0151 -0.0057
C -1.80303 -1.69589 -0.38934 -0.3721 0.2241 0.2011 -0.3787
Si -2.30322 -3.09792 0.70540 0.2876 0.2212 -0.0752 0.5690
C -0.64006 -3.99265 1.00256 -0.0992 0.0306 0.1184 -0.2349
N 0.41273 -3.12383 1.59083 0.0702 0.1886 -0.1164 -0.2638
C 1.75583 -3.50495 1.11813 0.0175 -0.1948 0.0238 -0.2292
C 2.16524 -4.92935 1.51161 -0.1057 0.0285 0.0149 -0.1625
C 1.66227 -5.28322 2.92126 0.0204 0.0754 0.0369 -0.1787
C 1.41994 -4.01861 3.74050 -0.0046 -0.0538 -0.0879 -0.1621
C 0.35960 -3.12974 3.08097 0.0645 0.0228 0.0596 -0.1750
C -3.45252 -4.35969 -0.05981 0.0351 0.0269 0.1432 -0.2456
C -4.61698 -4.78211 0.58413 -0.0031 -0.0052 -0.0323 -0.0892
C -5.42268 -5.76736 0.02895 -0.0208 0.0074 -0.0208 -0.0768
C -5.07616 -6.34567 -1.18292 0.0120 0.0060 0.0077 -0.0808
C -3.92772 -5.93043 -1.84432 -0.0097 0.0028 -0.0324 -0.0848
C -3.12623 -4.94732 -1.28553 0.0012 0.0047 0.0118 -0.1065
C -2.96865 -2.40622 2.31929 -0.0361 -0.0818 -0.0811 -0.2643
C -3.19704 -3.22829 3.42726 -0.0281 0.0048 -0.0077 -0.1248
C -3.64410 -2.70656 4.63192 0.0144 -0.0328 -0.0067 -0.0743
C -3.87951 -1.34303 4.75045 0.0085 0.0176 -0.0038 -0.0769
C -3.67682 -0.51069 3.65983 -0.0060 0.0143 0.0122 -0.0771
C -3.22726 -1.04064 2.45707 -0.0105 -0.0426 0.0283 -0.1100
H -2.55650 -0.91915 -0.52313 -0.0115 -0.0574 -0.0919 -0.0502
H -1.44629 -2.01943 -1.37014 -0.0222 0.0511 -0.0006 -0.0514
H -0.29591 -4.33245 0.01924 -0.0377 0.0284 -0.0249 0.0875
H -0.78397 -4.90021 1.59870 0.0567 -0.0096 -0.0037 0.0901
H 2.46216 -2.78639 1.53331 0.0250 0.0445 0.0006 0.0479
H 1.78700 -3.38534 0.03234 0.0007 0.0580 0.0105 0.1012
H 3.25446 -4.99419 1.46136 -0.0007 -0.0217 -0.0018 0.1124
H 1.77276 -5.64787 0.79049 0.0402 0.0035 -0.0285 0.1069
H 2.37430 -5.93503 3.42686 -0.0090 -0.0055 0.0051 0.1123
H 0.72482 -5.83953 2.85641 0.0183 -0.0454 -0.0050 0.1038
H 1.08052 -4.27705 4.74434 0.0166 0.0550 0.0195 0.1193
H 2.35541 -3.46564 3.85933 0.0369 -0.0071 -0.0083 0.0963
H 0.46463 -2.10888 3.44839 -0.0263 0.0145 0.0253 0.0798
H -0.63283 -3.46283 3.37439 -0.0205 0.0142 -0.0251 0.0955
H -4.90356 -4.33469 1.52871 -0.0054 -0.0048 -0.0029 0.0931
H -6.32372 -6.07969 0.54089 0.0054 -0.0112 0.0035 0.1063
H -5.69777 -7.11904 -1.61481 -0.0168 0.0119 -0.0004 0.1059
H -3.66268 -6.37295 -2.79607 0.0123 -0.0054 0.0052 0.1037
H -2.23365 -4.63030 -1.81718 0.0004 -0.0089 -0.0110 0.0932
H -3.02741 -4.29823 3.34744 0.0149 -0.0005 0.0240 0.1099
H -3.80882 -3.36234 5.47722 -0.0162 0.0069 0.0021 0.1074
H -4.22898 -0.93207 5.68859 0.0000 -0.0038 0.0030 0.1065
H -3.87701 0.55020 3.74466 0.0026 0.0004 -0.0076 0.1047
H -3.09782 -0.38115 1.60622 0.0110 0.0070 -0.0008 0.0618
C 1.72005 -2.38045 -3.14524 -0.0683 0.1635 0.0802 -0.2446
S 1.46916 -0.64585 -2.73312 0.1544 -0.0286 -0.3291 0.7710
C 3.09032 -0.06524 -3.24995 -0.1511 -0.0168 0.0996 -0.2326
O 1.52293 -0.58478 -1.22837 0.1049 -0.1141 0.5999 -0.7463
H 1.79288 -2.47963 -4.22751 -0.0058 -0.0081 -0.0024 0.0630
H 0.84926 -2.92507 -2.78335 -0.0179 0.0044 -0.0208 0.0438
H 2.62510 -2.73713 -2.65505 0.0038 0.0019 0.0035 0.0621
H 3.22137 -0.28526 -4.30862 0.0041 0.0193 -0.0101 0.0660
H 3.84796 -0.56018 -2.64396 0.0022 -0.0281 -0.0106 0.0678
H 3.11657 1.01015 -3.08547 -0.0060 -0.0320 -0.0171 0.0237